1.
Entry from the Open Molecules 2025 dataset: 9 unconnected molecules or ions with the total composition C40H72ClN8O6 (wB97M-V/def2-TZVPD).

Geometry as XYZ:
```
127
C40H72ClN8O6, DFT wB97M-V/def2-TZVPD
C -8.1782 -10.1525 15.4026
C -9.5470 -10.6187 14.9935
N -10.2707 -9.6684 14.0883
C -10.3124 -8.2994 14.7113
C -9.5830 -9.5693 12.7873
C -10.1389 -8.5249 11.8538
C -11.6940 -10.1969 13.9035
C -12.5248 -10.4315 15.1181
O -12.8030 -9.2145 15.7458
C -13.7753 -9.3345 16.7451
H -8.1990 -9.2318 15.9866
H -7.4999 -10.0475 14.5619
H -7.7460 -10.8740 16.0986
H -10.1474 -10.7155 15.8877
H -9.4912 -11.5438 14.4225
H -11.1114 -7.7486 14.2295
H -9.3655 -7.8095 14.4931
H -10.4202 -8.4011 15.7790
H -9.5513 -10.5563 12.3216
H -8.5307 -9.3567 12.9794
H -10.1060 -7.5407 12.2975
H -11.1795 -8.8100 11.6784
H -9.6557 -8.5976 10.8844
H -11.5006 -11.1003 13.3271
H -12.2010 -9.4727 13.2701
H -12.0585 -11.1016 15.8474
H -13.4279 -10.9312 14.7398
H -13.7873 -8.4146 17.3219
H -13.5744 -10.1824 17.4106
H -14.7732 -9.4822 16.3114
C -10.9273 -6.8250 5.3183
C -11.2594 -7.8088 4.2225
N -12.6823 -8.2531 4.1726
C -13.5250 -7.0811 3.8516
C -12.8784 -9.2821 3.1110
C -12.5209 -8.8375 1.7111
C -13.1917 -8.8164 5.4989
C -12.2311 -9.7195 6.1963
O -11.8902 -10.8227 5.3911
C -11.0256 -11.7201 6.0688
H -11.2685 -5.8171 5.0635
H -9.8592 -6.8045 5.5097
H -11.4398 -6.9992 6.2642
H -10.6461 -8.7038 4.3029
H -11.0762 -7.3282 3.2688
H -13.1363 -6.5902 2.9652
H -13.5137 -6.4105 4.7033
H -14.5347 -7.4269 3.6428
H -13.9431 -9.5067 3.1555
H -12.3194 -10.1616 3.3994
H -13.2699 -8.1866 1.2668
H -12.4078 -9.7120 1.0702
H -11.5426 -8.3597 1.6476
H -14.1427 -9.2579 5.2187
H -13.3321 -7.9212 6.1096
H -12.6617 -10.0019 7.1690
H -11.3019 -9.1916 6.4606
H -11.5744 -12.2486 6.8543
H -10.1990 -11.1801 6.5396
H -10.6972 -12.4469 5.3345
Cl -12.9916 -10.8791 9.9370
O -13.7115 -9.6391 10.1785
O -13.0241 -11.6367 11.1618
O -13.6777 -11.5837 8.8689
O -11.6297 -10.6151 9.5444
C -12.9540 -15.1404 14.0718
C -12.7635 -15.9938 12.8146
C -12.0452 -15.2420 11.7096
C -10.8516 -14.5160 12.1384
N -9.9327 -13.9345 12.4984
H -13.4675 -15.7012 14.8475
H -13.4719 -14.2099 13.8340
H -11.9610 -14.8852 14.4617
H -13.7365 -16.2913 12.4277
H -12.1543 -16.8612 13.0696
H -12.6516 -14.4974 11.1824
H -11.7215 -15.8969 10.8920
N -11.4151 -13.8144 8.4307
C -10.0519 -13.7842 8.5314
C -9.5946 -15.0700 8.3362
C -10.7373 -15.8980 8.1916
C -11.8511 -15.0876 8.2232
H -11.9798 -12.9728 8.4365
H -9.6034 -12.8315 8.7520
H -8.5608 -15.3706 8.3712
H -10.7186 -16.9707 8.0819
H -12.8748 -15.3988 8.1259
N -13.6757 -6.1540 13.1631
C -13.0695 -6.5210 11.9901
C -11.9526 -5.7353 11.8389
C -11.8924 -4.8683 12.9642
C -12.9554 -5.1661 13.7731
H -14.5213 -6.5722 13.5020
H -13.4959 -7.3252 11.4123
H -11.1935 -5.8224 11.0809
H -11.0852 -4.2294 13.2850
H -13.2626 -4.7258 14.7040
N -14.6580 -7.2549 8.5494
C -15.6876 -6.7812 7.8080
C -15.2214 -5.7391 7.0303
C -13.8155 -5.6618 7.2747
C -13.4807 -6.6769 8.1494
H -14.7487 -7.9510 9.2687
H -16.6782 -7.1734 7.9629
H -15.8220 -5.1726 6.3409
H -13.1261 -4.9339 6.8681
H -12.5486 -7.0508 8.5377
N -16.1791 -12.4148 11.7703
C -17.1865 -11.9441 12.5848
C -18.1396 -12.9160 12.6765
C -17.7007 -14.0131 11.8810
C -16.5084 -13.6577 11.3069
H -15.3296 -11.9301 11.5457
H -17.0730 -10.9865 13.0648
H -19.0257 -12.8419 13.2825
H -18.2031 -14.9578 11.7684
H -15.8699 -14.1374 10.5839
N -16.5799 -10.5654 8.1790
C -17.7970 -11.0516 8.5538
C -18.7158 -10.6744 7.6109
C -18.0205 -9.8821 6.6579
C -16.7203 -9.8197 7.0465
H -15.7439 -10.7412 8.7108
H -17.8904 -11.6602 9.4399
H -19.7377 -11.0043 7.5409
H -18.4455 -9.4599 5.7625
H -15.8788 -9.3993 6.5277
```

## Properties
HOMO-LUMO gap: 8.1 eV
Spin multiplicity: 1
Charge: +1
Strongest force on any atom: 1.69 eV/Å
Energy: -2916.4659 hartree

=====

2.
Entry from the Open Molecules 2025 dataset: 6 unconnected molecules or ions with the total composition C40H73BClF3NO10S (wB97M-V/def2-TZVPD).

Geometry as XYZ:
```
130
C40H73BClF3NO10S, DFT wB97M-V/def2-TZVPD
C 11.6286 -2.4861 -3.6981
C 11.5105 -2.6535 -2.1716
C 10.1260 -3.1566 -1.7448
Cl 10.2311 -4.9107 -1.3181
C 9.5610 -2.4150 -0.5305
O 9.8297 -1.0464 -0.6430
B 8.6573 -0.2877 -0.1920
C 8.4722 1.0380 -1.0994
C 8.4910 0.7493 -2.6002
C 7.3261 -0.0847 -3.0922
O 7.6032 -0.6931 -4.3691
S 9.0427 0.2098 1.7231
O 8.2577 -0.6107 2.6317
O 10.4639 0.2556 2.0290
C 8.4719 1.9494 2.1187
F 9.0311 2.8702 1.3362
F 8.8056 2.2336 3.3782
F 7.1504 2.0664 2.0084
O 7.5925 -1.2390 -0.1209
C 8.0223 -2.5411 -0.4204
C 7.5321 -3.5733 0.5851
C 6.6148 -4.6177 -0.0290
C 5.2820 -4.0392 -0.5462
C 4.0522 -4.4666 0.2698
C 3.1425 -5.5029 -0.4003
C 2.6146 -5.1313 -1.7807
C 1.6271 -3.9729 -1.7653
C 0.2323 -4.3728 -1.2641
C -0.4749 -3.3199 -0.3852
C -1.5856 -2.5234 -1.0938
C -2.9568 -2.5939 -0.3908
C -3.4878 -1.2511 0.1176
N -4.5071 -0.6540 -0.7283
C -5.3168 0.3629 -0.2975
C -6.1708 0.7510 -1.3219
C -5.8582 -0.0788 -2.4301
C -4.8270 -0.9342 -2.0341
H 10.8633 -3.0574 -4.2169
H 12.5863 -2.8403 -4.0665
H 11.5171 -1.4421 -3.9792
H 11.7315 -1.7258 -1.6610
H 12.2442 -3.3899 -1.8646
H 9.4200 -3.0652 -2.5639
H 10.0827 -2.7685 0.3657
H 7.5819 1.5969 -0.7963
H 9.3156 1.6991 -0.8895
H 9.4422 0.2709 -2.8301
H 8.4627 1.7002 -3.1354
H 7.0807 -0.8710 -2.3848
H 6.4630 0.5501 -3.2638
H 8.5395 -0.9019 -4.3915
H 7.6269 -2.7817 -1.4180
H 8.4074 -4.0908 0.9779
H 7.0887 -3.0692 1.4400
H 7.1499 -5.0924 -0.8509
H 6.4281 -5.3948 0.7121
H 5.3530 -2.9538 -0.5083
H 5.1725 -4.3015 -1.5936
H 3.4451 -3.5955 0.5009
H 4.3998 -4.8980 1.2055
H 2.2666 -5.6139 0.2462
H 3.6101 -6.4860 -0.4113
H 3.4248 -4.9164 -2.4729
H 2.1199 -6.0138 -2.1910
H 1.5346 -3.6125 -2.7900
H 2.0178 -3.1328 -1.1953
H 0.2937 -5.3073 -0.7102
H -0.3983 -4.5871 -2.1252
H -0.8685 -3.8487 0.4771
H 0.2903 -2.6471 -0.0020
H -1.2621 -1.4909 -1.1925
H -1.6959 -2.9272 -2.0973
H -3.6788 -3.0261 -1.0755
H -2.8795 -3.2696 0.4545
H -3.8536 -1.3280 1.1357
H -2.6459 -0.5581 0.1608
H -5.2643 0.7790 0.6925
H -6.9185 1.5180 -1.2813
H -6.3331 -0.0287 -3.3927
H -4.3314 -1.6984 -2.5998
C -1.3929 -7.8469 2.4431
C -2.2711 -6.6938 2.0201
O -1.9881 -5.9980 1.0745
C -3.5185 -6.4501 2.8364
H -0.5344 -7.9117 1.7789
H -1.0443 -7.6958 3.4658
H -1.9546 -8.7813 2.3972
H -3.2518 -6.2454 3.8744
H -4.1632 -7.3298 2.8061
H -4.0577 -5.5974 2.4304
C -6.6584 4.7980 -0.1663
C -6.5156 3.8900 1.0252
O -7.2096 2.9083 1.1672
C -5.4598 4.2666 2.0354
H -7.4469 4.4200 -0.8141
H -6.9205 5.8028 0.1651
H -5.7213 4.8312 -0.7255
H -5.6726 5.2545 2.4463
H -4.4766 4.2841 1.5632
H -5.4562 3.5350 2.8415
C -3.7341 5.3862 5.0311
C -3.2392 6.6487 4.3654
O -2.8995 6.6622 3.2070
C -3.1929 7.8947 5.2188
H -3.7163 4.5708 4.3132
H -3.0919 5.1324 5.8759
H -4.7557 5.5287 5.3874
H -2.5307 7.7392 6.0718
H -4.1919 8.1324 5.5878
H -2.8225 8.7270 4.6253
C -9.4702 9.3887 1.5938
C -9.4068 7.9199 1.2456
O -8.3494 7.3608 1.0638
C -10.7155 7.1823 1.1293
H -8.4630 9.7963 1.6433
H -10.0388 9.9278 0.8347
H -9.9599 9.5218 2.5596
H -11.3298 7.6251 0.3450
H -11.2602 7.2331 2.0737
H -10.5299 6.1421 0.8836
C -12.0398 5.4492 -2.8068
C -12.3002 4.5709 -1.6060
O -12.3694 5.0288 -0.4897
C -12.4629 3.0936 -1.8667
H -11.9398 6.4839 -2.4871
H -11.1205 5.1376 -3.3047
H -12.8667 5.3706 -3.5142
H -11.5593 2.6938 -2.3292
H -13.3065 2.9232 -2.5375
H -12.6409 2.5765 -0.9273
```

## Properties
HOMO-LUMO gap: 7.0 eV
Spin multiplicity: 1
Charge: -1
Strongest force on any atom: 1.51 eV/Å
Energy: -3558.0443 hartree